Formula: C5H12O2
Source: the OMol25 dataset
Level of theory: wB97M-V/def2-TZVPD

The value obtained for the orbital gap is 9.5 eV. The molecular weight comes out at 104.1 u. Its net charge is 0. The value obtained for the energy above the lowest of the compared OMol25 structures with the same formula, charge and spin is 0.9799 eV. The energy is -9474.156 eV.

Atoms and positions in Å:
C1 -2.383 0.536 0.019
C2 -1.306 -0.534 -0.159
C3 -0.050 0.043 -0.758
C4 1.203 -0.384 -0.576
C5 1.628 -1.558 0.256
O1 2.207 0.236 -1.277
H1 -2.017 1.340 0.667
H2 -2.656 0.974 -0.948
H3 -3.290 0.116 0.465
H4 -1.093 -0.995 0.813
H5 -1.690 -1.339 -0.801
H6 -0.178 0.870 -1.456
H7 1.888 -2.396 -0.400
H8 2.511 -1.322 0.862
H9 0.841 -1.889 0.935
H10 3.057 -0.002 -0.889
O2 0.370 2.143 1.475
H11 0.475 2.835 0.811
H12 0.482 1.326 0.961

Here are the natural (NBO) charges for atoms 1 to 6, given in e: -0.606, -0.428, -0.312, 0.318, -0.685, -0.681

=====

Formula: C5H12O2
Source: the OMol25 dataset
Level of theory: wB97M-V/def2-TZVPD

The value obtained for the orbital gap is 10.7 eV. The molecular weight comes out at 104.1 u. Its net charge is 0. The value obtained for the energy above the lowest of the compared OMol25 structures with the same formula, charge and spin is 0.5960 eV. The energy is -9474.540 eV.

Atoms and positions in Å:
C1 -0.751 0.352 2.565
C2 0.247 -0.034 1.480
C3 -0.365 0.039 0.082
O1 -0.954 1.294 -0.183
C4 0.664 -0.304 -1.018
C5 0.006 -0.954 -2.225
O2 1.298 0.931 -1.344
H1 -1.075 1.388 2.432
H2 -1.645 -0.282 2.514
H3 -0.319 0.244 3.565
H4 1.133 0.614 1.520
H5 0.601 -1.063 1.640
H6 -1.185 -0.691 0.029
H7 -0.236 1.843 -0.536
H8 1.415 -0.990 -0.599
H9 -0.835 -0.347 -2.573
H10 0.718 -1.092 -3.049
H11 -0.370 -1.945 -1.947
H12 1.786 0.825 -2.168

Here are the natural (NBO) charges for atoms 1 to 6, given in e: -0.608, -0.417, 0.087, -0.724, 0.080, -0.636